This record from the Open Molecules 2025 dataset describes a structure of composition C27H42Cl2N2O9S at a distorted geometry. The level of theory is the ωB97M-V functional and the def2-TZVPD basis.

Geometry (Å):
1 C 1.890 -3.824 2.376
2 C 1.197 -2.614 1.522
3 O 1.977 -1.695 1.141
4 N -0.258 -2.701 1.336
5 C -1.061 -1.877 2.277
6 C -0.715 -2.699 -0.076
7 C -0.236 -4.156 -0.679
8 C 1.162 -4.104 -1.468
9 C 0.985 -4.132 -3.098
10 C 1.088 -5.710 -3.545
11 S 2.827 -6.325 -3.697
12 O 3.542 -6.516 -2.373
13 O 2.776 -7.710 -4.348
14 O 3.812 -5.374 -4.665
15 C -2.344 -2.764 -0.242
16 C -2.873 -4.154 0.643
17 C -4.504 -4.535 0.402
18 O -3.253 -5.358 -0.203
19 O -0.124 -1.719 -0.953
20 C -0.449 -0.353 -0.633
21 C -0.171 0.534 -1.940
22 C 0.001 2.108 -1.727
23 C -0.372 2.727 -0.305
24 C -1.877 3.380 -0.230
25 O 0.530 3.884 -0.108
26 C 1.136 3.856 1.203
27 C 2.434 4.842 1.295
28 C 3.548 4.680 0.180
29 C 4.847 5.591 0.274
30 C 4.983 6.600 1.463
31 C 3.876 6.793 2.562
32 C 2.572 5.884 2.483
33 O -1.139 0.293 -3.034
34 C -2.479 0.611 -2.620
35 N -3.374 -0.639 -2.581
36 C -4.245 -0.353 -1.630
37 O -4.842 -0.154 -0.537
38 H 2.682 -3.306 3.036
39 H 1.061 -4.343 2.986
40 H 2.439 -4.516 1.647
41 H -1.662 -1.021 1.810
42 H -1.826 -2.540 2.843
43 H -0.336 -1.480 3.093
44 H -0.139 -4.856 0.225
45 H -1.055 -4.580 -1.373
46 H 1.890 -3.281 -1.120
47 H 1.709 -5.104 -1.227
48 H 1.844 -3.566 -3.633
49 H -0.038 -3.752 -3.441
50 H 0.619 -6.295 -2.656
51 H 0.479 -5.951 -4.483
52 H 4.684 -5.857 -4.676
53 H -2.881 -1.869 0.223
54 H -2.656 -2.973 -1.331
55 H -2.419 -4.322 1.750
56 H -4.876 -5.539 0.850
57 H -5.008 -4.233 -0.580
58 H -1.486 -0.167 -0.185
59 H 0.314 0.006 0.172
60 H 0.834 0.141 -2.375
61 H 1.093 2.400 -1.974
62 H -0.647 2.657 -2.523
63 H -0.234 2.054 0.608
64 H -1.796 4.293 0.470
65 H -2.525 2.605 0.343
66 H -2.294 3.635 -1.266
67 H 1.556 2.813 1.508
68 H 0.369 4.226 1.995
69 H 3.392 3.909 -0.665
70 H 5.664 5.448 -0.513
71 H 5.937 7.233 1.534
72 H 3.963 7.535 3.428
73 H 1.739 5.986 3.297
74 H -2.935 1.268 -3.463
75 H -2.570 1.096 -1.586
76 Cl 0.071 5.802 3.912
77 C -1.587 6.365 4.253
78 C -2.535 6.078 3.106
79 Cl -2.171 7.065 1.669
80 H -1.542 7.432 4.481
81 H -1.921 5.839 5.150
82 H -3.559 6.317 3.402
83 H -2.503 5.026 2.811

For the total energy, the calculation gives -85950.928 eV. For the max |F|, the calculation gives 7.709 eV Å⁻¹. For the HOMO energy, the calculation gives -8.48 eV. Its gap between HOMO and LUMO is 0.316 Ha. The value obtained for the energy above the lowest of the compared OMol25 structures with the same formula, charge and spin is 1107.4 kJ/mol.

This record from the Open Molecules 2025 dataset describes a structure of composition C34H60BKN10P at a distorted geometry. The level of theory is the ωB97M-V functional and the def2-TZVPD basis.

Geometry (Å):
1 K -1.417 1.920 0.057
2 C -3.970 -0.809 -2.731
3 C -2.556 -0.326 -3.072
4 C -2.259 -0.540 -4.554
5 C -1.568 -1.026 -2.177
6 C -1.258 -2.388 -2.176
7 C -0.518 -2.590 -1.028
8 C 0.046 -3.904 -0.565
9 C 1.159 -4.366 -1.510
10 C -1.054 -4.962 -0.467
11 N -0.392 -1.398 -0.391
12 N -1.026 -0.425 -1.116
13 B 0.092 -1.132 1.074
14 N -1.106 -0.819 2.013
15 N -2.011 0.150 1.692
16 C -2.995 0.079 2.570
17 C -2.749 -0.946 3.492
18 C -1.535 -1.487 3.119
19 C -0.780 -2.517 3.919
20 C 0.505 -1.922 4.499
21 C -0.551 -3.872 3.249
22 C -4.180 1.001 2.447
23 C -5.079 0.932 3.675
24 C -4.970 0.686 1.176
25 N 1.225 -0.035 1.168
26 N 0.864 1.272 1.366
27 C 1.911 1.904 1.864
28 C 3.011 1.034 1.927
29 C 2.544 -0.186 1.474
30 C 3.485 -1.324 1.131
31 C 3.839 -1.199 -0.360
32 C 3.141 -2.776 1.446
33 C 1.842 3.347 2.284
34 C 3.065 4.142 1.819
35 C 0.541 4.023 1.876
36 H -4.717 -0.278 -3.325
37 H -4.070 -1.876 -2.942
38 H -4.191 -0.661 -1.673
39 H -2.520 0.742 -2.836
40 H -2.341 -1.599 -4.810
41 H -2.975 0.000 -5.177
42 H -1.251 -0.221 -4.827
43 H -1.562 -3.141 -2.887
44 H 0.461 -3.764 0.427
45 H 0.762 -4.545 -2.512
46 H 1.949 -3.616 -1.597
47 H 1.611 -5.295 -1.155
48 H -1.490 -5.170 -1.447
49 H -0.650 -5.899 -0.079
50 H -1.858 -4.635 0.194
51 H 0.585 -2.131 1.463
52 H -3.343 -1.234 4.345
53 H -1.444 -2.712 4.765
54 H 1.164 -1.549 3.716
55 H 0.278 -1.084 5.160
56 H 1.053 -2.672 5.076
57 H 0.271 -3.852 2.535
58 H -0.296 -4.612 4.011
59 H -1.447 -4.220 2.730
60 H -3.797 2.026 2.368
61 H -5.506 -0.068 3.788
62 H -4.531 1.166 4.589
63 H -5.911 1.634 3.586
64 H -5.372 -0.329 1.223
65 H -5.806 1.377 1.041
66 H -4.336 0.734 0.288
67 H 4.017 1.246 2.257
68 H 4.386 -1.095 1.704
69 H 2.945 -1.383 -0.970
70 H 4.231 -0.201 -0.586
71 H 4.593 -1.932 -0.655
72 H 2.366 -3.167 0.793
73 H 4.037 -3.379 1.286
74 H 2.825 -2.918 2.477
75 H 1.879 3.342 3.379
76 H 3.287 4.001 0.755
77 H 2.917 5.211 1.982
78 H 3.961 3.845 2.365
79 H 0.422 4.075 0.785
80 H -0.332 3.513 2.289
81 H 0.526 5.056 2.229
82 C 3.517 2.123 -2.773
83 N 2.495 1.292 -2.009
84 C 1.782 0.352 -2.992
85 N 1.210 1.105 -4.058
86 C 2.222 1.902 -4.738
87 N 2.891 2.837 -3.834
88 C 1.988 3.901 -3.367
89 P 0.515 3.268 -2.425
90 C 1.509 2.175 -1.298
91 C 0.070 1.911 -3.600
92 H 4.256 1.425 -3.166
93 H 3.982 2.796 -2.055
94 H 2.964 0.720 -1.300
95 H 1.019 -0.184 -2.422
96 H 2.548 -0.332 -3.359
97 H 1.754 2.459 -5.547
98 H 2.972 1.232 -5.163
99 H 1.650 4.470 -4.234
100 H 2.553 4.596 -2.742
101 H 0.905 1.498 -0.705
102 H 2.079 2.778 -0.590
103 H -0.455 2.319 -4.466
104 H -0.617 1.243 -3.090
105 N -3.323 5.307 1.576
106 C -2.796 4.572 0.850
107 H -3.766 5.961 2.189

For the total energy, the calculation gives -77420.477 eV. For the max |F|, the calculation gives 1.034 eV Å⁻¹. For the HOMO energy, the calculation gives -10.38 eV. Its gap between HOMO and LUMO is 0.309 Ha. The charge is +1. The value obtained for the energy above the lowest of the compared OMol25 structures with the same formula, charge and spin is 30.8 kJ/mol.

This record from the Open Molecules 2025 dataset describes a cluster of 11 separate species, C4H27O12S2 in total at a distorted geometry. The level of theory is the ωB97M-V functional and the def2-TZVPD basis.

Geometry (Å):
1 C 3.143 0.696 -0.174
2 C 1.687 0.458 -0.631
3 O 1.284 -0.712 -0.951
4 O 0.973 1.484 -0.640
5 C 3.150 0.515 1.314
6 S 4.333 1.575 2.158
7 S 3.244 2.667 3.394
8 C 2.005 3.449 2.369
9 H 3.870 0.133 -0.752
10 H 3.241 1.733 -0.456
11 H 3.246 -0.509 1.683
12 H 2.088 0.665 1.745
13 H 1.583 2.695 1.700
14 H 1.238 3.723 3.075
15 H 2.462 4.266 1.762
16 H -0.264 -1.993 2.061
17 H 0.657 -3.235 1.479
18 O -0.020 -2.916 2.121
19 H -1.942 -0.605 -2.132
20 H -2.896 -1.432 -1.062
21 O -2.762 -0.645 -1.600
22 H -0.732 0.517 -3.416
23 H 0.240 -0.016 -2.257
24 O -0.426 -0.244 -2.904
25 H -2.706 0.383 -0.225
26 H -3.759 1.221 0.394
27 O -2.800 1.222 0.303
28 H -0.221 -1.758 -1.387
29 H -0.919 -2.239 -2.787
30 O -0.624 -2.563 -1.935
31 H -2.322 -4.076 -0.586
32 H -1.527 -2.989 0.230
33 O -2.411 -3.302 -0.030
34 H -0.339 3.283 0.096
35 H -1.658 2.668 0.489
36 O -1.258 3.530 0.269
37 H 1.227 -3.515 -1.058
38 H 1.462 -2.282 -0.255
39 O 1.384 -3.253 -0.140
40 H -3.781 -2.805 1.504
41 H -3.453 -1.388 1.669
42 O -3.875 -2.106 2.152
43 H -1.083 3.162 -2.066
44 H -0.047 2.086 -1.929
45 O -0.690 2.451 -2.596

For the total energy, the calculation gives -50830.494 eV. For the max |F|, the calculation gives 3.277 eV Å⁻¹. For the HOMO energy, the calculation gives -5.96 eV. Its gap between HOMO and LUMO is 0.318 Ha. The charge is -1.

This record from the Open Molecules 2025 dataset describes a structure of composition C25H43Cl3FeN5O4Si at a distorted geometry. The level of theory is the ωB97M-V functional and the def2-TZVPD basis.

Geometry (Å):
1 C -0.539 -3.829 -3.243
2 C 0.903 -3.957 -2.885
3 H -0.648 -3.339 -4.226
4 H -1.001 -3.250 -2.446
5 H -1.057 -4.799 -3.343
6 C 1.710 -4.519 -3.801
7 C 1.286 -4.964 -5.154
8 H 2.777 -4.692 -3.640
9 H 0.809 -4.211 -5.797
10 H 0.594 -5.816 -5.120
11 H 2.203 -5.303 -5.649
12 Fe 0.248 -3.409 1.291
13 Cl -0.979 -1.956 2.515
14 Cl -0.615 -5.404 1.003
15 C 0.622 1.688 3.444
16 O 0.457 2.622 2.628
17 N 1.794 1.460 4.055
18 C 2.971 2.220 3.647
19 C 2.010 0.272 4.861
20 H -0.184 0.994 3.732
21 H 2.673 3.240 3.377
22 H 3.475 1.751 2.782
23 H 3.671 2.229 4.490
24 H 1.054 -0.057 5.273
25 H 2.699 0.512 5.675
26 H 2.445 -0.548 4.275
27 H -4.079 1.426 -2.538
28 H -1.529 0.541 -3.556
29 C -3.690 2.245 -3.163
30 C -1.470 1.533 -4.017
31 N -2.240 2.378 -3.127
32 H -4.104 3.189 -2.797
33 C -1.624 3.289 -2.325
34 O -0.407 3.383 -2.204
35 H -0.412 1.825 -4.045
36 H -2.368 3.931 -1.797
37 H -3.992 2.059 -4.198
38 H -1.963 1.423 -4.992
39 O 0.719 -3.333 -0.413
40 C 1.384 -4.019 -1.430
41 C 3.642 -2.959 -2.074
42 C 2.870 -3.749 -1.221
43 H 3.204 -2.445 -2.928
44 C 5.000 -2.793 -1.781
45 H 1.190 -5.076 -1.165
46 C 3.399 -4.330 -0.076
47 H 5.610 -2.193 -2.439
48 C 5.549 -3.423 -0.673
49 C 4.755 -4.178 0.193
50 H 2.726 -4.855 0.623
51 H 6.640 -3.396 -0.519
52 H 5.152 -4.687 1.075
53 Si 0.506 -0.305 -0.643
54 Cl -0.882 -0.831 -2.100
55 C 1.797 -0.066 -1.966
56 C 1.629 -1.073 0.802
57 C -0.208 1.054 0.292
58 H 2.746 -0.497 -1.587
59 H 1.753 1.041 -1.963
60 H 1.575 -0.452 -2.979
61 H -0.735 1.703 -0.434
62 H 0.595 1.735 0.638
63 H -0.836 0.738 1.127
64 H 2.354 -1.829 0.447
65 H 1.170 -1.338 1.792
66 H 2.133 -0.132 1.076
67 C -6.318 4.052 4.397
68 N -5.103 4.082 3.615
69 C -4.608 5.290 3.237
70 C -3.454 5.351 2.497
71 C -2.812 4.109 2.194
72 N -3.259 2.929 2.600
73 C -4.442 2.857 3.294
74 O -4.953 1.797 3.637
75 N -1.680 4.096 1.399
76 H -6.147 4.429 5.407
77 H -6.662 3.020 4.461
78 H -7.089 4.667 3.935
79 H -5.169 6.165 3.549
80 H -2.985 6.288 2.198
81 H -1.271 5.010 1.225
82 H -0.988 3.390 1.697

For the total energy, the calculation gives -122100.155 eV. For the max |F|, the calculation gives 3.376 eV Å⁻¹. For the HOMO energy (alpha / beta), the calculation gives -5.04 / -4.94 eV. Its gap between HOMO and LUMO (alpha / beta) is 0.267 / 0.264 Ha. The charge is -1. As for the spin multiplicity: 5.

This record from the Open Molecules 2025 dataset describes a structure of composition C15H30N4O2PRhSbSe4. The level of theory is the ωB97M-V functional and the def2-TZVPD basis.

Geometry (Å):
1 Rh 0.129 -3.003 -0.483
2 Se 3.391 -5.622 1.695
3 Sb 3.016 -3.849 0.161
4 Se 1.250 -2.498 1.607
5 Se 0.132 -4.255 -2.424
6 Se 4.717 -2.229 -0.413
7 N -3.867 -1.572 0.559
8 C -3.180 -2.652 0.029
9 O -3.402 -3.051 -1.092
10 C -2.276 -3.354 1.021
11 C -1.217 -4.231 0.397
12 H -4.289 -0.993 -0.150
13 H -3.388 -1.067 1.286
14 H -2.945 -3.956 1.654
15 H -1.814 -2.622 1.688
16 H -1.635 -4.937 -0.314
17 H -0.649 -4.758 1.164
18 O -1.023 -0.741 -0.333
19 P -0.189 0.480 -0.154
20 N 0.400 0.640 1.373
21 C -0.550 0.378 2.468
22 C 0.332 0.424 3.706
23 C 1.335 1.512 3.351
24 C 1.645 1.224 1.884
25 N -1.165 1.811 -0.364
26 C -2.078 1.833 -1.522
27 C -2.059 3.286 -2.002
28 C -1.645 4.068 -0.760
29 C -0.607 3.145 -0.134
30 N 1.054 0.520 -1.249
31 C 2.373 1.154 -1.135
32 C 2.899 1.058 -2.560
33 C 2.431 -0.324 -3.023
34 C 1.217 -0.647 -2.138
35 H -1.024 -0.593 2.317
36 H -1.328 1.153 2.502
37 H 0.842 -0.535 3.818
38 H -0.233 0.622 4.618
39 H 2.233 1.503 3.967
40 H 0.870 2.499 3.447
41 H 2.463 0.503 1.791
42 H 1.925 2.133 1.349
43 H -3.075 1.514 -1.209
44 H -1.751 1.139 -2.299
45 H -3.014 3.606 -2.419
46 H -1.301 3.408 -2.779
47 H -2.490 4.190 -0.078
48 H -1.246 5.058 -0.983
49 H -0.456 3.325 0.933
50 H 0.358 3.279 -0.642
51 H 3.016 0.588 -0.454
52 H 2.298 2.188 -0.799
53 H 3.982 1.173 -2.606
54 H 2.441 1.849 -3.160
55 H 3.205 -1.068 -2.833
56 H 2.180 -0.342 -4.083
57 H 1.468 -1.518 -1.512
58 H 0.295 -0.847 -2.678

For the total energy, the calculation gives -306321.344 eV. For the max |F|, the calculation gives 0.587 eV Å⁻¹. For the HOMO energy (alpha / beta), the calculation gives -3.78 / -4.21 eV. Its gap between HOMO and LUMO (alpha / beta) is 0.221 / 0.192 Ha. The charge is -1. The value obtained for the energy above the lowest of the compared OMol25 structures with the same formula, charge and spin is 0.0 kJ/mol. As for the spin multiplicity: 5.

This record from the Open Molecules 2025 dataset describes a structure of composition C40H22HfN9Te4 at a distorted geometry. The level of theory is the ωB97M-V functional and the def2-TZVPD basis.

Geometry (Å):
1 Hf -0.093 -0.681 -0.008
2 C 4.699 2.105 -4.073
3 C 5.435 0.963 -3.672
4 C 4.920 0.072 -2.787
5 C 3.551 0.223 -2.428
6 C 2.777 -0.472 -1.461
7 N 1.588 0.115 -1.395
8 C 1.550 1.179 -2.232
9 N 0.574 2.108 -2.291
10 C -0.285 2.270 -1.352
11 C -1.185 3.435 -1.301
12 C -1.607 4.276 -2.293
13 C -2.442 5.304 -1.894
14 C -2.935 5.475 -0.569
15 C -2.503 4.547 0.380
16 C -1.645 3.534 0.004
17 C -1.224 2.305 0.670
18 N -1.616 2.047 1.943
19 C -1.367 0.855 2.487
20 N -0.831 -0.212 1.950
21 C -0.790 -1.300 2.958
22 N 0.524 -1.730 3.214
23 C 1.480 -1.797 2.416
24 N 1.505 -1.369 1.039
25 C 2.723 -1.776 0.481
26 N 3.283 -1.535 -0.668
27 C 3.435 -2.501 1.543
28 C 4.659 -3.094 1.462
29 C 5.130 -3.676 2.589
30 C 4.378 -3.753 3.757
31 C 3.092 -3.158 3.831
32 C 2.731 -2.454 2.713
33 C -1.479 -0.726 4.177
34 C -1.736 -1.306 5.399
35 C -2.414 -0.484 6.307
36 C -2.812 0.803 5.951
37 C -2.552 1.370 4.760
38 C -1.843 0.536 3.856
39 N -0.510 1.559 -0.144
40 C 2.764 1.319 -2.932
41 C 3.399 2.324 -3.719
42 H 5.175 2.859 -4.731
43 H 6.404 0.829 -4.121
44 H 5.478 -0.764 -2.378
45 H -1.290 4.139 -3.314
46 H -2.873 5.836 -2.745
47 H -3.567 6.279 -0.263
48 H -2.870 4.531 1.397
49 H 5.201 -3.012 0.523
50 H 6.076 -4.172 2.518
51 H 4.805 -4.243 4.623
52 H 2.449 -3.209 4.758
53 H -1.467 -2.338 5.614
54 H -2.610 -0.830 7.342
55 H -3.531 1.339 6.627
56 H -2.775 2.369 4.436
57 H 2.886 3.243 -3.953
58 Te -4.714 1.641 -0.715
59 Te -4.561 -0.917 -0.333
60 Te -4.132 -1.754 2.121
61 Te -1.498 -3.030 1.756
62 C -0.133 -2.384 -1.745
63 C -1.310 -1.973 -2.539
64 C -1.309 -0.902 -3.429
65 C -2.438 -0.434 -4.064
66 C -3.656 -1.170 -3.930
67 C -3.621 -2.347 -3.116
68 C -2.526 -2.715 -2.388
69 C -4.844 -0.879 -4.723
70 N -5.828 -0.674 -5.249
71 H 0.739 -2.198 -2.258
72 H -0.183 -3.313 -1.213
73 H -0.353 -0.470 -3.677
74 H -2.371 0.537 -4.596
75 H -4.497 -2.998 -3.146
76 H -2.584 -3.575 -1.759

For the total energy, the calculation gives -85732.890 eV. For the max |F|, the calculation gives 3.166 eV Å⁻¹. For the HOMO energy (alpha / beta), the calculation gives -3.76 / -3.76 eV. Its gap between HOMO and LUMO (alpha / beta) is 0.168 / 0.168 Ha. The charge is -1.